{
  "formula": "C3H10NO2PS",
  "method": "ωB97M-V with the def2-TZVPD basis set",
  "relative_energy_kcal_mol": 26.28,
  "orbital_gap_ev": 9.079,
  "molar_mass_da": 155.16,
  "smiles": "CN[P@](=O)(OC)SC",
  "max_force_ev_per_a": 4.8,
  "species": ["C", "N", "P", "O", "O", "C", "S", "C", "H", "H", "H", "H", "H", "H", "H", "H", "H", "H"],
  "positions_angstrom": [[-2.382, -1.039, -1.002], [-1.023, -0.910, -1.622], [-0.080, 0.100, -0.674], [-0.296, 1.552, -0.665], [1.461, -0.227, -1.055], [2.481, 0.789, -0.839], [-0.105, -0.921, 1.591], [0.163, 0.422, 2.789], [-2.858, -1.601, -1.801], [-2.307, -1.410, 0.010], [-2.992, -0.104, -1.046], [-0.617, -1.815, -1.828], [2.028, 1.666, -0.288], [2.736, 1.273, -1.810], [3.429, 0.239, -0.651], [0.782, 1.202, 2.263], [0.444, 0.049, 3.690], [-0.865, 0.735, 2.937]]
}